Entry 1:
189
Properties=species:S:1:pos:R:3:mulliken_charge:R:1 method="wB97M-V/def2-TZVPD" e_homo_ha=-0.481 total_energy_ev=-252353.0631 max_force_ev_per_a=5.08 de_lowest_ev=1.5928 charge=+2 multiplicity=1 e_lumo_ha=-0.10873
C -6.286 5.532 -4.853 -1.20
C -6.734 6.431 -3.721 -0.71
N -6.215 6.144 -2.427 0.21
C -6.717 4.760 -2.058 -1.09
C -4.608 6.206 -2.356 -0.03
C -4.102 7.388 -3.073 -1.61
C -6.717 7.202 -1.424 -0.87
C -6.021 7.093 -0.083 -0.48
O -4.891 7.911 -0.160 -0.36
C -3.913 7.701 0.953 -0.48
H -6.789 4.562 -4.810 0.40
H -5.215 5.319 -4.872 0.23
H -6.631 6.041 -5.825 0.36
H -7.818 6.423 -3.569 0.58
H -6.565 7.489 -3.963 0.57
H -6.310 4.078 -2.756 0.45
H -7.769 4.790 -1.976 0.33
H -6.282 4.435 -1.143 0.36
H -4.315 5.295 -2.949 0.05
H -4.328 6.098 -1.337 0.76
H -4.425 7.438 -4.146 0.33
H -2.997 7.380 -2.979 0.41
H -4.422 8.369 -2.663 0.34
H -7.800 7.234 -1.448 0.61
H -6.499 8.196 -1.857 0.49
H -5.754 6.039 0.119 0.18
H -6.698 7.573 0.606 0.51
H -2.948 7.946 0.553 0.23
H -3.889 6.592 1.136 0.11
H -4.183 8.357 1.786 0.34
C -1.610 1.964 6.333 -1.08
C -2.422 2.891 5.364 -0.64
N -2.876 2.287 4.054 0.33
C -2.272 2.621 2.811 -0.70
C -2.760 1.716 1.913 -0.22
N -3.574 0.826 2.642 0.56
C -3.658 1.292 3.843 -0.54
C -4.344 -0.194 1.893 -0.75
H -1.312 2.673 7.138 0.41
H -0.747 1.433 5.986 0.26
H -2.301 1.257 6.761 0.35
H -1.721 3.673 5.174 0.28
H -3.281 3.419 5.792 0.40
H -1.737 3.540 2.747 0.60
H -2.699 1.711 0.825 0.06
H -4.067 0.762 4.646 0.84
H -3.671 -0.791 1.257 -0.01
H -5.008 0.422 1.294 0.47
H -4.782 -0.919 2.591 0.28
C -1.255 -4.361 -2.103 -0.98
C -2.001 -3.156 -2.686 0.35
N -3.483 -3.214 -2.538 0.31
C -4.328 -3.751 -1.580 -0.20
C -5.550 -3.226 -1.859 -0.80
N -5.491 -2.373 -2.927 0.30
C -4.219 -2.391 -3.341 -0.55
C -6.705 -1.737 -3.483 -0.82
H -1.105 -5.161 -2.820 0.34
H -1.803 -4.712 -1.236 0.31
H -0.252 -4.027 -1.776 0.06
H -1.722 -3.114 -3.758 0.27
H -1.552 -2.278 -2.242 -0.20
H -3.956 -4.524 -0.907 0.51
H -6.464 -3.307 -1.323 0.49
H -3.864 -1.799 -4.161 0.58
H -6.304 -1.034 -4.181 0.31
H -7.212 -1.188 -2.686 0.32
H -7.345 -2.412 -3.959 0.37
C 6.952 -5.688 7.426 -1.08
C 6.469 -4.264 7.418 -0.24
N 5.032 -4.136 7.199 0.17
C 4.017 -4.786 7.860 -0.45
C 2.834 -4.371 7.240 -0.41
N 3.192 -3.552 6.225 0.44
C 4.526 -3.385 6.258 -0.31
C 2.251 -2.871 5.338 -0.65
H 7.011 -6.130 6.457 0.30
H 6.203 -6.322 7.988 0.27
H 7.894 -5.939 8.027 0.34
H 6.972 -3.716 6.558 0.24
H 6.770 -3.624 8.300 0.35
H 4.245 -5.469 8.670 0.42
H 1.844 -4.834 7.352 0.40
H 5.071 -2.823 5.506 0.54
H 1.519 -3.631 5.026 0.36
H 2.778 -2.498 4.495 -0.09
H 1.710 -2.062 5.846 0.41
C 5.295 2.004 -4.437 -1.17
C 3.822 2.143 -4.146 -0.10
N 3.626 2.745 -2.787 0.46
C 3.415 4.041 -2.615 -0.58
C 3.436 4.343 -1.305 -0.41
N 3.694 3.155 -0.707 0.22
C 3.862 2.143 -1.613 -0.88
C 3.771 2.898 0.740 -0.69
H 5.457 1.418 -5.349 0.42
H 5.767 1.277 -3.699 0.25
H 5.855 2.889 -4.331 0.40
H 3.228 1.270 -4.066 -0.09
H 3.263 2.782 -4.858 0.34
H 3.203 4.744 -3.438 0.46
H 3.334 5.216 -0.658 0.59
H 4.116 1.147 -1.450 0.93
H 4.269 3.710 1.280 0.35
H 4.448 2.047 0.798 0.38
H 2.769 2.588 1.158 0.06
C 7.476 -3.594 -1.943 -1.13
C 6.339 -3.670 -2.944 -0.18
N 5.570 -4.955 -3.010 0.52
C 5.894 -5.924 -3.974 -0.51
C 5.295 -7.023 -3.558 -0.56
N 4.671 -6.745 -2.348 0.20
C 4.871 -5.491 -2.050 -0.61
C 3.951 -7.726 -1.622 -0.79
H 7.618 -2.473 -1.754 0.35
H 8.391 -3.966 -2.376 0.38
H 7.315 -4.063 -0.966 0.22
H 6.621 -3.393 -3.942 0.48
H 5.615 -2.967 -2.585 -0.12
H 6.600 -5.686 -4.724 0.53
H 5.347 -8.027 -3.947 0.44
H 4.490 -4.903 -1.247 0.79
H 4.109 -8.692 -2.080 0.31
H 2.871 -7.527 -1.595 0.30
H 4.279 -7.771 -0.580 0.37
C 2.146 -3.701 0.830 -1.00
C 1.032 -2.873 1.479 0.99
N 0.762 -1.609 0.812 1.11
C 0.128 -0.437 1.325 -1.73
C -0.085 0.442 0.334 -0.54
N 0.459 -0.122 -0.811 0.97
C 0.896 -1.340 -0.429 0.46
C 0.363 0.644 -2.108 0.85
H 3.122 -3.190 0.749 -0.26
H 1.877 -4.109 -0.158 0.21
H 2.287 -4.386 1.682 0.68
H 1.295 -2.627 2.542 -0.37
H 0.133 -3.501 1.460 -0.31
H -0.090 -0.279 2.344 1.16
H -0.550 1.401 0.390 0.01
H 1.379 -1.883 -1.189 -0.40
H 0.855 0.034 -2.863 -0.58
H 0.884 1.565 -1.917 -0.11
H -0.722 0.725 -2.372 -0.27
N 1.417 -1.932 -4.184 0.00
S 1.497 -1.129 -5.518 0.99
O 2.410 -1.709 -6.434 -0.64
O 1.368 0.305 -5.393 -0.59
F 0.145 -1.486 -6.117 -0.24
S 2.694 -2.642 -3.553 0.49
O 3.518 -3.463 -4.383 -0.53
O 2.317 -3.140 -2.250 -0.50
F 3.559 -1.372 -3.258 -0.03
N 6.074 -2.538 2.287 -0.50
S 4.958 -1.411 2.257 0.98
O 4.331 -1.289 3.570 -0.64
O 4.122 -1.279 1.070 -0.22
F 6.004 -0.194 2.098 -0.32
S 5.816 -3.984 2.882 1.06
O 4.440 -4.288 3.161 -0.46
O 6.783 -4.252 3.899 -0.60
F 6.288 -4.979 1.756 -0.25
N -0.023 3.776 0.543 -0.21
S 0.466 4.933 1.673 1.02
O -0.589 5.310 2.617 -0.66
O 1.401 5.825 1.168 -0.62
F 1.338 3.891 2.466 -0.27
S -1.103 4.368 -0.495 0.90
O -1.776 5.548 0.012 -0.60
O -1.754 3.296 -1.074 -0.27
F -0.173 4.865 -1.693 -0.28
N -4.512 2.095 -2.895 0.10
S -4.196 1.036 -1.782 -0.12
O -2.872 0.400 -1.691 0.23
O -5.332 0.140 -1.652 -0.49
F -4.256 2.063 -0.539 -0.13
S -4.038 1.697 -4.320 0.90
O -5.163 1.794 -5.278 -0.63
O -3.229 0.487 -4.472 -0.46
F -2.970 2.873 -4.492 -0.25
N -1.736 -3.413 4.308 -0.60
S -1.539 -1.932 4.776 1.24
O -2.666 -1.080 4.561 -0.47
O -0.232 -1.415 4.541 -0.62
F -1.549 -2.237 6.333 -0.31
S -2.553 -3.718 2.928 1.12
O -2.497 -5.143 2.541 -0.65
O -2.278 -2.669 1.895 -0.25
F -4.033 -3.468 3.366 -0.23

Entry 2:
141
Properties=species:S:1:pos:R:3:mulliken_charge:R:1 method="wB97M-V/def2-TZVPD" s_squared=3.7643 e_homo_ha="-0.159 / -0.159" total_energy_ev=-83004.8443 max_force_ev_per_a=5.46 charge=-1 multiplicity=4 e_lumo_ha="0.06331 / 0.03031"
C 7.178 -6.674 2.564 -0.94
C 6.390 -5.699 1.465 0.26
O 7.425 -4.909 0.777 -0.39
C 6.924 -4.429 -0.554 -0.29
C 6.322 -2.900 -0.227 -0.27
P 5.628 -2.047 -1.836 0.92
C 7.423 -1.562 -2.212 -0.25
C 7.725 -0.602 -3.492 -1.19
C 5.364 -0.363 -1.018 -0.69
C 5.273 -0.273 0.603 0.31
C 6.711 0.158 1.346 -0.25
F 6.663 -0.442 2.699 -0.38
C 3.870 -2.712 -1.517 -1.16
C 2.729 -1.780 -0.921 1.75
C 1.895 -0.538 -1.663 -0.66
C 0.693 0.341 -0.972 -0.43
C 0.175 0.042 0.553 -0.37
C 0.938 -1.196 1.333 -0.97
C 2.164 -2.088 0.626 0.71
C 2.742 -3.292 1.601 -1.30
P 4.883 -1.369 -3.817 0.52
O 5.442 -2.293 -5.017 -0.79
H 6.736 -6.476 3.635 0.27
H 8.330 -6.465 2.620 0.25
H 7.012 -7.799 2.247 0.23
H 5.866 -6.435 0.714 0.19
H 5.649 -4.953 2.000 -0.02
H 6.109 -5.131 -1.019 0.26
H 7.887 -4.394 -1.238 0.06
H 7.217 -2.331 0.252 0.22
H 5.516 -3.069 0.598 -0.46
H 5.906 -3.321 -2.489 0.31
H 8.024 -2.574 -2.422 -0.01
H 8.021 -1.069 -1.302 0.21
H 8.867 -0.266 -3.366 0.37
H 7.134 0.436 -3.453 0.23
H 7.691 -1.115 -4.544 0.30
H 6.335 0.292 -1.278 0.46
H 4.511 0.255 -1.582 -0.01
H 4.588 0.688 0.812 -0.03
H 4.715 -1.138 1.154 -0.41
H 6.741 1.334 1.479 0.24
H 7.626 -0.169 0.690 0.21
H 4.005 -3.683 -0.832 -0.04
H 3.477 -3.187 -2.542 0.51
H 2.181 -0.246 -2.760 -0.02
H 0.182 1.215 -1.578 0.28
H -0.689 0.683 1.072 0.24
H 0.572 -1.443 2.441 0.12
H 3.045 -4.268 1.029 0.22
H 1.845 -3.613 2.320 0.40
H 3.588 -2.894 2.338 0.26
H 3.428 -1.552 -3.951 0.03
H 5.082 0.038 -4.030 0.00
C -2.491 -2.687 -1.729 -1.79
C -2.324 -3.857 -0.722 1.94
C -2.816 -5.166 -1.391 -1.28
C -4.332 -5.188 -1.571 -0.56
C -5.051 -4.932 -0.253 -1.35
C -4.537 -3.704 0.554 2.07
N -3.044 -3.574 0.567 0.31
O -2.551 -4.474 1.530 -0.53
C -5.147 -2.388 0.001 -1.84
C -5.167 -3.805 1.986 -1.80
C -0.775 -3.929 -0.525 -1.75
H -1.778 -2.779 -2.559 0.43
H -3.468 -2.650 -2.209 0.37
H -2.305 -1.720 -1.249 0.28
H -2.516 -6.038 -0.792 0.37
H -2.338 -5.295 -2.370 0.37
H -4.644 -4.453 -2.320 0.32
H -4.634 -6.166 -1.964 0.41
H -6.125 -4.826 -0.453 0.35
H -4.946 -5.838 0.360 0.36
H -4.735 -1.515 0.526 0.32
H -6.236 -2.366 0.145 0.48
H -4.998 -2.243 -1.066 0.28
H -4.947 -4.762 2.474 0.35
H -6.261 -3.730 1.943 0.40
H -4.809 -2.998 2.637 0.39
H -0.396 -3.005 -0.076 0.23
H -0.262 -4.061 -1.486 0.44
H -0.460 -4.771 0.103 0.43
C -8.438 4.105 0.901 -1.73
C -8.107 2.656 0.452 1.67
C -9.250 1.716 0.912 -1.21
C -9.267 1.526 2.427 -0.51
C -7.914 1.049 2.941 -1.20
C -6.689 1.860 2.428 1.74
N -6.767 2.217 0.974 0.23
O -6.382 1.079 0.240 -0.43
C -6.507 3.164 3.251 -1.79
C -5.409 1.034 2.799 -1.55
C -8.122 2.762 -1.108 -1.80
H -9.284 4.509 0.329 0.44
H -8.745 4.188 1.942 0.31
H -7.587 4.776 0.737 0.37
H -9.154 0.733 0.431 0.35
H -10.221 2.114 0.592 0.37
H -9.556 2.453 2.931 0.32
H -10.034 0.787 2.689 0.39
H -7.933 1.054 4.038 0.37
H -7.802 -0.002 2.645 0.34
H -5.683 3.770 2.849 0.37
H -6.261 2.939 4.298 0.46
H -7.396 3.788 3.296 0.32
H -5.442 0.011 2.406 0.06
H -5.302 0.937 3.887 0.42
H -4.499 1.517 2.423 0.53
H -7.338 3.441 -1.460 0.44
H -9.082 3.155 -1.466 0.42
H -7.988 1.794 -1.606 0.34
C 4.003 5.849 -0.275 -1.94
C 2.873 4.823 -0.565 2.00
C 2.464 4.938 -2.055 -1.12
C 1.722 6.240 -2.351 -0.57
C 0.522 6.415 -1.429 -1.20
C 0.812 6.193 0.084 1.68
N 1.706 5.022 0.361 0.20
O 0.913 3.862 0.293 -0.43
C 1.443 7.463 0.715 -1.68
C -0.578 6.101 0.804 -1.79
C 3.581 3.449 -0.329 -2.03
H 4.937 5.555 -0.772 0.43
H 3.799 6.852 -0.646 0.39
H 4.215 5.914 0.798 0.37
H 1.826 4.091 -2.344 0.29
H 3.351 4.880 -2.698 0.42
H 2.394 7.098 -2.263 0.32
H 1.380 6.230 -3.393 0.38
H 0.101 7.416 -1.587 0.35
H -0.251 5.707 -1.758 0.40
H 1.709 7.287 1.767 0.37
H 0.738 8.305 0.698 0.46
H 2.329 7.823 0.198 0.32
H -1.223 5.326 0.372 0.34
H -1.133 7.043 0.715 0.41
H -0.459 5.891 1.874 0.44
H 3.904 3.351 0.713 0.55
H 4.474 3.353 -0.960 0.44
H 2.945 2.591 -0.575 0.19

Entry 3:
145
Properties=species:S:1:pos:R:3:mulliken_charge:R:1 method="wB97M-V/def2-TZVPD" e_homo_ha=-0.410 total_energy_ev=-149802.3301 max_force_ev_per_a=3.01 charge=+1 multiplicity=1 e_lumo_ha=-0.11792
C 0.494 -0.735 -2.334 -0.14
C -0.623 -1.575 -1.710 -0.28
O -0.334 -2.698 -1.342 -0.54
N -1.965 -1.049 -1.517 1.44
C -2.917 -2.161 -1.731 -0.94
C -2.131 -0.297 -0.278 0.74
C -1.320 -0.668 0.975 -2.03
C 0.202 -0.319 0.959 -0.04
C 0.786 0.172 2.315 -0.65
C 1.948 -0.749 2.733 -0.85
N 2.856 -0.110 3.726 -0.36
C 4.096 0.224 3.126 0.40
N 4.250 1.400 2.672 -0.62
N 5.077 -0.817 3.055 -0.56
C -3.593 -0.231 0.304 -1.89
Br -4.335 -1.744 1.227 0.00
N -4.436 0.517 -0.678 0.04
O -5.551 -0.059 -1.276 -0.36
C -3.519 1.402 -1.536 0.25
C -3.613 1.074 -3.052 -1.52
C -2.305 1.143 -3.865 0.45
C -1.959 2.556 -4.359 -1.05
N -0.839 2.521 -5.304 -0.31
C 0.465 2.572 -4.647 -0.18
C 1.266 1.289 -4.807 -0.18
C 0.866 0.255 -5.613 -0.35
C 1.577 -0.918 -5.727 -0.94
C 2.736 -1.059 -5.005 -0.39
C 3.176 -0.022 -4.212 -0.42
C 2.453 1.135 -4.121 0.80
O 2.914 2.176 -3.314 -0.56
S -4.397 3.030 -1.458 1.47
O -3.794 3.981 -2.309 -0.54
O -5.756 2.790 -1.788 -0.66
F -4.366 3.571 0.015 -0.25
C -2.135 1.239 -0.795 1.43
C -1.749 2.302 0.257 -2.18
C -1.312 3.650 -0.399 2.53
C 0.247 3.653 -0.395 -1.69
C -1.743 4.892 0.437 -1.65
H 0.240 0.321 -2.440 -0.42
H 0.748 -1.223 -3.279 0.18
H 1.359 -0.866 -1.681 0.48
H -3.926 -1.838 -1.998 0.31
H -2.550 -2.742 -2.582 0.41
H -2.920 -2.866 -0.894 0.12
H -1.738 -0.276 1.908 0.64
H -1.400 -1.759 1.084 0.52
H 0.744 -1.214 0.632 0.64
H 0.382 0.416 0.164 -0.15
H 1.250 1.144 2.119 0.10
H 0.002 0.267 3.070 0.45
H 2.552 -0.911 1.826 0.35
H 1.613 -1.742 3.052 0.48
H 3.015 -0.820 4.434 0.36
H 5.177 1.487 2.254 0.21
H 6.005 -0.419 2.969 0.27
H 4.910 -1.426 2.261 0.23
H -3.512 0.502 1.106 0.87
H -4.866 1.228 -0.075 0.86
H -6.231 -0.169 -0.590 0.47
H -4.307 1.763 -3.542 0.97
H -4.039 0.084 -3.226 0.40
H -2.506 0.581 -4.787 0.65
H -1.454 0.640 -3.408 -0.84
H -2.817 2.953 -4.915 0.45
H -1.750 3.252 -3.534 0.32
H -0.948 3.328 -5.903 0.35
H 0.314 2.679 -3.556 -0.38
H 1.059 3.449 -4.927 0.55
H -0.062 0.344 -6.171 0.43
H 1.241 -1.739 -6.350 0.44
H 3.316 -1.975 -5.041 0.41
H 4.091 -0.128 -3.636 0.49
H 3.434 2.747 -3.894 0.37
H -1.254 1.239 -1.440 -0.32
H -0.878 1.985 0.836 0.27
H -2.538 2.456 1.010 0.55
H -1.586 3.716 -1.453 -0.85
H 0.557 4.620 -0.809 0.11
H 0.659 2.895 -1.077 0.05
H 0.658 3.580 0.615 0.69
H -0.883 5.486 0.749 0.38
H -2.321 4.553 1.300 0.33
H -2.384 5.522 -0.189 0.34
C 1.584 -6.243 8.250 -1.22
C 0.620 -6.506 7.097 -0.46
C 1.261 -6.334 5.720 -0.53
C 1.766 -4.922 5.415 -0.70
C 0.707 -3.824 5.510 -0.29
C -0.421 -3.984 4.505 -1.06
H 1.947 -5.214 8.245 0.28
H 1.088 -6.411 9.206 0.39
H 2.447 -6.910 8.196 0.30
H -0.257 -5.860 7.195 0.23
H 0.254 -7.533 7.178 0.42
H 0.540 -6.637 4.955 0.09
H 2.102 -7.028 5.629 0.44
H 2.194 -4.917 4.407 0.34
H 2.590 -4.674 6.090 0.38
H 1.186 -2.857 5.325 0.18
H 0.305 -3.775 6.525 0.37
H -0.032 -3.980 3.482 0.08
H -1.121 -3.150 4.603 0.39
H -0.985 -4.906 4.653 0.43
C 2.974 10.620 0.166 -1.22
C 1.623 10.016 0.536 -0.60
C 1.533 8.517 0.257 -0.33
C 1.681 8.124 -1.214 -0.38
C 0.672 8.772 -2.162 -0.50
C -0.772 8.388 -1.855 -0.92
H 3.178 10.528 -0.902 0.28
H 2.997 11.682 0.414 0.39
H 3.783 10.129 0.711 0.29
H 0.825 10.552 0.014 0.26
H 1.451 10.178 1.604 0.40
H 0.578 8.144 0.640 0.11
H 2.308 8.001 0.832 0.41
H 1.591 7.034 -1.293 0.05
H 2.690 8.365 -1.558 0.36
H 0.907 8.457 -3.183 0.37
H 0.774 9.859 -2.146 0.29
H -0.904 7.303 -1.913 0.05
H -1.450 8.847 -2.577 0.42
H -1.076 8.720 -0.861 0.27
C 1.237 -9.587 -0.536 -1.20
C 0.043 -8.852 -1.136 -0.48
C 0.320 -7.376 -1.418 -0.70
C 0.644 -6.532 -0.184 -0.51
C -0.429 -6.541 0.905 0.06
C -1.761 -5.959 0.441 -1.00
H 1.521 -9.172 0.433 0.28
H 0.998 -10.641 -0.384 0.38
H 2.103 -9.530 -1.199 0.30
H -0.824 -8.960 -0.479 0.23
H -0.226 -9.337 -2.078 0.41
H -0.543 -6.947 -1.937 0.25
H 1.158 -7.298 -2.119 0.44
H 0.814 -5.498 -0.505 0.12
H 1.588 -6.869 0.252 0.39
H -0.066 -5.949 1.751 -0.10
H -0.583 -7.554 1.283 0.36
H -1.635 -4.926 0.102 -0.05
H -2.480 -5.959 1.264 0.43
H -2.195 -6.539 -0.375 0.38